(1)
{
  "formula": "C29H58N5OPScSi3",
  "method": "ωB97M-V/def2-TZVPD",
  "elements": ["Sc", "P", "Si", "Si", "Si", "O", "N", "N", "N", "N", "N", "C", "C", "C", "C", "C", "C", "C", "C", "C", "C", "C", "C", "C", "C", "C", "C", "C", "C", "C", "C", "C", "C", "C", "C", "C", "C", "C", "C", "C", "H", "H", "H", "H", "H", "H", "H", "H", "H", "H", "H", "H", "H", "H", "H", "H", "H", "H", "H", "H", "H", "H", "H", "H", "H", "H", "H", "H", "H", "H", "H", "H", "H", "H", "H", "H", "H", "H", "H", "H", "H", "H", "H", "H", "H", "H", "H", "H", "H", "H", "H", "H", "H", "H", "H", "H", "H", "H"],
  "xyz": [[0.9764, -0.1958, -1.3008], [-0.7036, 2.2322, 0.7403], [-0.8569, -3.0517, -2.6717], [0.1644, -2.9265, 0.3663], [2.1946, -3.1329, -1.8178], [1.1734, 0.4320, -2.8594], [-2.1356, 1.5584, 1.3099], [0.2354, 1.2446, 0.0545], [-0.1213, 3.0623, 2.1614], [3.3152, -0.8234, -0.6603], [-1.3443, 3.4796, -0.1676], [0.8576, 4.1304, 1.8410], [1.6825, 4.3798, 3.1009], [4.3016, -0.0914, -0.1981], [-2.3643, 0.1064, 1.2907], [0.3143, 2.1199, 3.3153], [-2.1232, -1.5780, -2.6963], [-2.8336, 2.2966, 2.4392], [-0.2765, 4.4663, -2.1877], [0.6476, -4.5580, 1.3377], [1.2612, -1.7373, 1.3260], [5.4969, -0.6759, 0.2816], [4.6502, -2.8150, -0.3573], [1.8234, 1.8630, 3.2248], [5.6896, -2.0271, 0.1876], [-0.6645, 4.5904, -0.7261], [-2.3949, 3.1155, -2.4392], [-1.5651, -2.7975, 1.1131], [2.5226, -4.8814, -1.3001], [-4.3469, 2.0365, 2.1838], [-0.1587, -3.2325, -4.3749], [-3.8977, -0.2007, 1.3109], [-2.5899, 3.2278, -0.9277], [2.9670, -2.9674, -3.4929], [-1.6235, 4.3268, -2.9955], [2.4601, 3.2086, 3.6694], [-1.8742, -4.5901, -2.1498], [3.5009, -2.1385, -0.7847], [0.4420, -2.6057, -1.4192], [-4.5156, 0.5689, 2.5098], [-4.8649, 2.5979, 2.9294], [-4.4777, 0.0876, 0.4227], [2.0480, 1.5997, 2.1894], [0.9542, 4.7490, 3.8720], [-2.7317, -1.5351, -1.8070], [0.2799, 4.7646, -0.1961], [-1.1974, -2.3916, 2.1026], [-1.9478, -0.3522, 2.1602], [-0.0759, -4.5703, 2.1434], [-1.4726, -0.7079, -2.7131], [-2.5652, -4.8310, -2.9439], [4.6018, -3.8867, -0.4348], [-2.7312, -1.5425, -3.6437], [0.3667, 5.0202, 1.6248], [-1.1565, -5.4448, -2.0746], [-2.2800, -2.1040, 0.5126], [1.7465, -5.5514, -1.6942], [-4.6755, 2.2421, 1.1382], [6.6646, -2.4992, 0.3982], [-4.0212, -1.3194, 1.4597], [0.9049, -0.6728, 1.2581], [4.1715, 0.9807, -0.2900], [6.2678, 0.0063, 0.7294], [4.0007, -2.7428, -3.1686], [-3.0932, 2.2829, -0.6005], [2.1310, 1.1143, 3.9000], [2.5544, -2.1775, -4.1377], [0.0022, 2.5758, 4.2640], [0.5221, -2.4714, -4.7682], [-0.1827, 1.2130, 3.1720], [1.1394, -1.9835, 2.3542], [3.4577, 3.3187, 3.1805], [-2.5673, 1.7553, 3.4567], [-3.3432, 3.9997, -0.6731], [-1.7821, 2.2465, -2.6517], [-0.9940, -3.2487, -5.0781], [-2.3658, -4.5037, -1.1586], [2.5638, 3.2864, 4.7272], [-5.5818, 0.2316, 2.5759], [-1.7884, -0.1972, 0.3520], [2.3780, 5.2177, 2.8346], [0.5012, -5.5648, 0.8672], [0.3070, 5.2634, -2.6604], [2.2332, -2.2529, 1.1617], [-2.2338, 5.2840, -2.9954], [-3.3158, 2.9279, -2.9853], [-2.6612, 3.3742, 2.5456], [3.5578, -5.1069, -1.5961], [0.2169, 3.4896, -2.3192], [-2.0236, -3.7051, 1.3605], [2.5573, -4.8211, -0.1992], [0.3493, -4.1709, -4.5570], [-1.5578, 4.2432, -4.0773], [1.6608, -4.5872, 1.7034], [1.4891, 3.8698, 0.9734], [2.9347, -3.9155, -4.0283], [-3.9038, 0.2237, 3.3219], [-1.2572, 5.4730, -0.4771]],
  "forces_ev_per_a": [[0.154, -0.001, 1.270], [0.636, -0.909, 0.345], [-0.483, 1.252, 1.702], [0.003, -0.844, 0.264], [-1.478, 0.551, 0.627], [0.165, 0.401, -1.614], [-0.176, 1.260, 2.108], [-0.012, -0.019, 0.359], [0.165, -0.701, 0.084], [-0.264, 0.372, -0.798], [-1.826, -0.489, -0.653], [1.052, -2.498, 1.618], [-0.402, 1.765, 0.272], [0.998, -0.264, 0.451], [-0.463, 1.518, -2.242], [0.604, 1.781, -1.867], [0.640, -0.735, -1.412], [-0.557, -1.909, -0.339], [-2.182, -0.926, -1.772], [-0.592, -0.904, -1.289], [-0.742, -0.726, 0.219], [0.314, 2.040, 0.274], [-0.217, 1.831, 0.298], [-0.796, 2.200, 0.282], [0.021, -1.706, -0.569], [2.216, 1.311, 0.592], [0.777, 0.782, -0.064], [0.140, 2.620, -0.772], [0.755, 0.182, 0.561], [1.081, -0.501, 1.074], [-0.133, -0.191, -1.168], [0.305, -1.094, 0.454], [-1.088, -1.023, 0.317], [0.099, 0.432, -0.354], [-0.601, 0.854, -0.028], [1.136, -0.439, -2.720], [1.341, -0.372, 0.190], [-0.435, -1.546, -0.156], [0.772, -0.577, -0.145], [-1.024, -1.459, -2.362], [-0.825, 0.805, 0.228], [0.595, -0.099, -0.143], [0.103, -0.048, 0.120], [0.597, -0.052, -0.617], [-0.399, -0.062, 0.249], [-0.480, -0.159, -0.291], [-1.026, 0.103, -0.876], [0.519, -0.520, 0.678], [0.132, 0.126, 0.627], [0.002, 0.427, -0.091], [-0.562, -0.159, -0.085], [0.738, -0.106, 0.013], [0.303, -0.063, 1.002], [-1.020, 1.536, -0.372], [-0.494, 0.425, -0.013], [1.259, -1.387, 1.494], [0.481, -0.058, 0.284], [0.308, 0.169, 0.892], [-0.605, 0.379, 0.331], [0.081, 1.233, -0.211], [1.500, -0.535, -0.465], [0.021, 0.058, 0.458], [-0.714, -0.826, -0.656], [-0.203, -0.066, -0.783], [0.791, 0.770, -0.063], [0.348, -1.213, 0.628], [0.392, -0.092, 0.388], [0.143, -0.145, -0.112], [-0.230, 0.215, 0.553], [-1.145, -1.407, -0.189], [-0.571, -0.283, 1.256], [-0.258, -0.442, 0.742], [-0.361, 1.267, -1.674], [0.378, 0.180, -0.217], [0.299, -0.331, 0.129], [-0.226, 0.018, -0.091], [0.152, 0.155, -0.693], [0.087, -0.027, 0.828], [0.782, 0.364, 0.377], [-0.949, -0.022, 1.376], [-0.524, -0.466, 0.580], [0.015, 0.871, -0.113], [0.126, 0.037, 0.684], [-0.036, 1.725, -0.267], [0.455, -0.768, 0.881], [-0.408, 0.247, 0.201], [0.621, -0.501, -0.550], [-0.428, -0.576, -0.321], [0.283, 0.371, 0.084], [-0.763, -1.526, -0.064], [-0.370, -0.578, -0.416], [0.213, -0.474, 0.209], [0.836, -0.530, -0.221], [0.404, 0.211, 0.430], [0.106, -0.101, 0.332], [0.093, -0.057, -0.053], [-0.264, 0.225, 1.085], [-0.206, 0.441, -0.528]],
  "lumo_energy_ev": 2.61,
  "de_lowest_ev": 0.0000,
  "charge": -1,
  "gap_ev": 7.002
}

(2)
{
  "formula": "C3H11NOS2",
  "method": "ωB97M-V/def2-TZVPD",
  "elements": ["S", "S", "O", "N", "C", "C", "C", "H", "H", "H", "H", "H", "H", "H", "H", "H", "H", "H"],
  "xyz": [[-0.7680, -1.7020, -0.9116], [-1.5779, 0.2144, -0.7214], [2.7440, 1.7204, 3.8706], [2.2335, 1.3563, 0.8479], [-2.3101, -2.2565, -1.8907], [1.3234, 0.7535, -0.3046], [-0.0882, 1.1715, -0.0688], [-0.2880, 2.2011, -0.4631], [-3.0993, -2.5047, -1.2379], [2.9854, 0.7411, 0.8204], [1.7424, 1.2278, 1.7221], [-2.6054, -1.6152, -2.7743], [3.1685, 2.1702, 3.1184], [3.4752, 1.4447, 4.4811], [-1.9290, -3.2614, -2.3194], [1.4992, -0.2401, -0.3243], [-0.2151, 1.2632, 1.0392], [1.6634, 1.1072, -1.2496]],
  "forces_ev_per_a": [[-1.883, 0.009, -1.027], [1.499, 0.536, 0.366], [1.091, -0.210, 0.482], [-2.756, 0.529, -2.358], [2.748, -1.511, -1.765], [0.873, 3.367, 1.634], [-1.796, 1.121, 1.077], [0.304, -0.852, 0.266], [-0.951, 0.154, 0.776], [1.826, -1.107, 0.445], [-0.005, -0.285, 0.129], [0.548, -0.410, 1.329], [-0.102, -0.205, 0.453], [-0.985, 0.465, -0.974], [-0.724, 1.529, 0.525], [0.049, -3.481, 0.147], [-0.196, -0.252, -0.835], [0.458, 0.605, -0.671]],
  "lumo_energy_ev": 0.56,
  "de_lowest_ev": 1.3533,
  "charge": 0,
  "gap_ev": 8.460,
  "smiles": "CSSCCN.O"
}